Version a
ORCA calculation (the ωB97M-V functional and the def2-TZVPD basis) on a cluster of 2 separate species, C3H10OS2 in total.

Lowest unoccupied orbital energy (alpha / beta) in eV: -5.32 / -8.37

```
! wB97M-V def2-TZVPD RIJCOSX def2/J DEFGRID3
* xyz 1 2
C -1.3896 1.6178 -0.4580
C -1.3334 0.1094 -0.1808
S -1.2453 -0.7291 -1.8317
S -1.8759 -2.6687 -1.3577
H -2.1970 1.9393 -1.1439
H -0.5003 1.9328 -1.0065
H -1.4116 2.1647 0.5148
H -2.2447 -0.2862 0.3192
H -0.4501 -0.0980 0.3811
H -1.1645 -3.2498 -2.3406
C 1.9722 -0.2577 1.2369
O 3.3291 0.0523 1.5652
H 1.8926 -0.9898 0.4029
H 1.5562 -0.7707 2.1209
H 1.3780 0.6541 0.9175
H 3.6844 0.5796 0.8608
*
```

Mulliken population analysis, charges in e, atoms 1 to 4: number 1, C, carries -1.21; number 2, C, carries -0.16; number 3, S, carries 0.26; number 4, S, carries 0.07



Version b
ORCA calculation (the ωB97M-V functional and the def2-TZVPD basis) on a cluster of 2 separate species, C3H10OS2 in total.

Lowest unoccupied orbital energy (alpha / beta) in eV: -6.60 / -8.84

```
! wB97M-V def2-TZVPD RIJCOSX def2/J DEFGRID3
* xyz 1 2
C -0.5958 -0.7585 2.1232
C -0.5321 0.4347 1.2026
S -0.9017 0.1047 -0.5482
S 0.7238 -1.6093 -0.6199
C 2.0918 -0.5580 -0.2329
H -0.4501 -0.4011 3.1480
H 0.0991 -1.6023 2.0953
H -1.5738 -1.2450 2.0727
H -1.2921 1.1692 1.5014
H 0.4302 0.9414 1.2308
H 2.1397 -0.2626 0.8149
H 2.9749 -1.2049 -0.3184
H 2.2140 0.2783 -0.9166
H -1.2506 2.5572 -0.5834
H -0.1648 2.7910 -1.4872
O -0.7524 3.3193 -0.9280
*
```

Mulliken population analysis, charges in e, atoms 1 to 4: number 1, C, carries -1.17; number 2, C, carries -0.42; number 3, S, carries 0.02; number 4, S, carries 0.27



Version c
ORCA calculation (the ωB97M-V functional and the def2-TZVPD basis) on a cluster of 3 separate species, C3H10OS2 in total.

Lowest unoccupied orbital energy (alpha / beta) in eV: -9.42 / -9.14

```
! wB97M-V def2-TZVPD RIJCOSX def2/J DEFGRID3
* xyz 1 2
C -1.0897 1.0002 -1.7032
C 0.0452 1.5939 -0.7971
S -0.7103 2.1350 0.7859
S 0.2276 -1.6161 -1.0566
C 1.4032 -2.1456 0.1920
H -1.8470 1.7162 -2.2572
H -0.2648 0.6350 -2.3520
H -1.5923 0.1002 -1.3147
H 0.6212 2.4241 -1.2464
H 0.9212 0.7531 -0.5964
H 0.9273 -2.7881 0.8949
H 1.9374 -1.2914 0.7069
H 2.2233 -2.8463 -0.2670
H -0.7113 -0.2167 3.7917
H -0.9369 0.6617 2.3258
O -1.1541 -0.1152 2.8933
*
```

Mulliken population analysis, charges in e, atoms 1 to 4: number 1, C, carries -0.94; number 2, C, carries -0.12; number 3, S, carries 0.14; number 4, S, carries 0.11



It turns out version a is the most stable, with the second structure 13.5 kcal/mol higher.